Density functional theory data (ωB97M-V/def2-TZVPD) for 5 unconnected molecules or ions with the total composition C28H60F6N3O7S2 at a distorted geometry.

XYZ file:
```
106
Properties=species:S:1:pos:R:3:lowdin_charge:R:1
C -5.146 5.429 3.243 -0.022
C -5.878 4.812 2.007 -0.269
C -5.484 5.510 0.666 -0.181
O -6.127 5.091 -0.561 -0.183
C -7.502 5.551 -0.723 -0.061
N -5.825 3.277 1.934 0.257
H -4.941 3.044 1.505 0.172
H -5.815 2.775 2.810 0.170
H -6.584 2.877 1.400 0.173
H -5.037 4.801 4.127 0.086
H -5.647 6.294 3.677 0.095
H -4.134 5.660 2.910 0.086
H -6.930 5.041 2.173 0.139
H -4.415 5.467 0.453 0.131
H -5.540 6.567 0.923 0.131
H -7.709 5.136 -1.709 0.097
H -7.522 6.641 -0.735 0.091
H -8.253 5.181 -0.025 0.087
C -0.783 -1.403 -5.579 -0.116
C -2.178 -1.290 -6.213 -0.217
C -2.608 0.189 -6.449 -0.166
C -1.447 1.003 -7.053 -0.072
N -1.626 2.590 -7.017 -0.177
C -0.509 3.307 -7.788 -0.076
C 0.704 3.419 -6.832 -0.143
C 0.141 3.226 -5.469 -0.171
C -1.360 3.109 -5.623 -0.108
C -3.045 3.091 -7.442 -0.097
C -3.351 2.696 -8.888 -0.240
C -4.801 2.961 -9.313 -0.080
H -0.729 -2.336 -5.017 0.082
H -0.622 -0.622 -4.835 0.074
H 0.109 -1.396 -6.206 0.076
H -2.820 -1.872 -5.553 0.115
H -2.195 -1.855 -7.146 0.109
H -2.787 0.578 -5.446 0.109
H -3.530 0.285 -7.022 0.110
H -1.263 0.710 -8.086 0.132
H -0.524 0.755 -6.529 0.104
H -0.967 4.241 -8.116 0.131
H -0.138 2.779 -8.666 0.133
H 1.247 4.363 -6.860 0.125
H 1.442 2.639 -7.020 0.120
H 0.390 4.033 -4.780 0.126
H 0.567 2.354 -4.974 0.120
H -1.807 4.098 -5.519 0.135
H -1.893 2.440 -4.947 0.132
H -3.075 4.168 -7.274 0.136
H -3.763 2.540 -6.835 0.128
H -3.148 1.658 -9.148 0.111
H -2.766 3.342 -9.543 0.106
H -5.402 2.064 -9.160 0.083
H -4.763 3.213 -10.373 0.082
H -5.211 3.835 -8.807 0.081
C 4.639 -0.509 8.224 -0.094
C 6.077 -1.151 8.012 -0.225
C 6.269 -1.919 6.671 -0.171
C 7.491 -2.937 6.794 -0.110
N 7.821 -3.533 5.434 -0.168
C 9.015 -4.598 5.512 -0.042
C 9.973 -4.243 4.348 -0.153
C 9.348 -3.148 3.547 -0.185
C 8.453 -2.459 4.488 -0.108
C 6.572 -4.239 4.792 -0.080
C 5.957 -5.366 5.614 -0.216
C 5.058 -6.375 4.822 -0.062
H 4.679 0.107 9.122 0.065
H 3.729 -1.106 8.280 0.077
H 4.522 0.304 7.507 0.068
H 6.091 -1.822 8.871 0.103
H 6.797 -0.332 8.026 0.106
H 6.225 -1.278 5.790 0.113
H 5.363 -2.520 6.594 0.101
H 7.115 -3.659 7.519 0.126
H 8.333 -2.472 7.307 0.129
H 8.767 -5.659 5.537 0.123
H 9.481 -4.409 6.479 0.121
H 10.174 -5.009 3.599 0.121
H 10.939 -4.057 4.817 0.122
H 8.750 -3.521 2.715 0.125
H 10.104 -2.450 3.188 0.137
H 7.712 -1.817 4.013 0.137
H 9.027 -1.794 5.133 0.141
H 7.030 -4.679 3.906 0.126
H 6.015 -3.352 4.490 0.133
H 5.396 -4.962 6.457 0.106
H 6.665 -6.023 6.118 0.101
H 3.992 -6.154 4.789 0.082
H 5.178 -7.278 5.421 0.074
H 5.470 -6.574 3.833 0.076
C -0.069 -2.526 2.448 -0.661
F -1.331 -2.799 1.942 0.078
F 0.072 -3.077 3.607 0.145
F 0.828 -3.131 1.682 0.106
S 0.390 -0.638 2.545 0.491
O -0.154 -0.143 3.814 -0.375
O 1.860 -0.540 2.457 -0.382
O -0.288 -0.064 1.357 -0.402
C -9.881 -3.313 0.275 -0.631
F -9.828 -4.263 -0.655 0.111
F -10.615 -3.828 1.280 0.096
F -8.625 -3.025 0.674 0.091
S -10.767 -1.688 -0.368 0.468
O -12.195 -1.780 -0.020 -0.368
O -10.123 -0.639 0.435 -0.404
O -10.499 -1.616 -1.790 -0.365
```

Properties
- E_tot (eV) = -86774.6972
- total charge = +1

---

Density functional theory data (ωB97M-V/def2-TZVPD) for a single C3H8O molecule at a distorted geometry.

XYZ file:
```
12
Properties=species:S:1:pos:R:3:lowdin_charge:R:1
C -1.013 -0.616 0.633 -0.059
C -0.318 0.334 -0.370 -0.475
C 1.100 -0.196 -0.274 -0.102
O -0.337 1.725 -0.030 -0.058
H -1.798 -1.200 0.157 0.072
H -0.292 -1.362 1.020 0.069
H -1.365 -0.074 1.509 0.081
H -0.678 0.260 -1.414 0.137
H 1.150 -1.259 -0.548 0.088
H 1.738 0.398 -0.916 0.069
H 1.420 -0.123 0.775 0.092
H 0.392 2.115 -0.542 0.087
```

Properties
- E_tot (eV) = -5287.6250
- SMILES string = CC(C)O
- energy relative to the best compared isomer or geometry (same formula, charge and spin) (kJ/mol) = 50.70

---

Density functional theory data (ωB97M-V/def2-TZVPD) for a gas-phase ion, C3HINO3 (charge -1) at a distorted geometry.

XYZ file:
```
9
Properties=species:S:1:pos:R:3:lowdin_charge:R:1
C -1.121 -0.145 -1.094 -0.534
C -2.055 -0.239 -2.164 -0.498
C 0.730 -1.657 0.073 -0.741
N -0.195 -0.383 -0.255 0.210
O -1.827 0.900 -1.327 -0.021
O 1.762 -1.301 0.559 0.020
O 0.253 -2.705 -0.268 0.028
I -0.975 -0.189 -4.034 0.436
H -0.100 0.342 0.365 0.101
```

Properties
- E_tot (eV) = -18856.7213
- energy relative to the best compared isomer or geometry (same formula, charge and spin) (kJ/mol) = 32.16
- multiplicity = 3
- total charge = -1